Computed, not measured: C4H7NO in the gas phase, with wB97M-V/def2-TZVPD.

* SMILES string: C[C@H]1N[C@H]1C=O
* orbital gap: 0.3884 Ha
* DFT total energy: -7797.5645 eV
* E_HOMO: -9.7369 eV
* LUMO energy: 0.83 eV
* max |F|: 0.667 eV/A

Positions of all 13 atoms, in Å:
C -0.7978 0.3331 1.3522
C 0.3592 0.6389 0.4311
N 1.3419 -0.4173 0.2327
C 0.5405 -0.0049 -0.9036
C -0.4709 -0.9545 -1.4675
O -0.5140 -2.1423 -1.2607
H -1.0042 -0.7411 1.3526
H -1.7006 0.8781 1.0464
H -0.5458 0.6204 2.3804
H 0.7295 1.6648 0.4741
H 2.2871 -0.0515 0.1673
H 0.9889 0.6282 -1.6734
H -1.2136 -0.4518 -2.1317